{"formula": "CHAs4F24O3Zn", "method": "ωB97M-V/def2-TZVPD", "elements": ["Zn", "As", "F", "F", "F", "F", "F", "F", "As", "F", "F", "F", "F", "F", "F", "As", "F", "F", "F", "F", "F", "F", "As", "F", "F", "F", "F", "F", "F", "O", "C", "O", "O", "H"], "coordinates": [[6.5083, -7.4136, -6.3708], [5.5444, -8.4245, -2.8687], [5.9382, -7.8369, -4.5573], [5.1204, -6.8056, -2.3944], [5.1871, -9.0054, -1.2475], [5.9289, -10.0287, -3.3759], [7.1773, -8.1016, -2.4006], [3.8995, -8.6820, -3.3649], [3.8459, -6.1837, -8.5946], [4.7611, -6.9194, -7.2356], [2.4864, -7.1929, -8.2186], [3.0353, -5.3985, -9.9231], [5.2580, -5.2096, -8.9233], [4.4974, -7.4140, -9.6407], [3.1782, -4.9700, -7.5352], [6.3638, -3.9147, -4.9711], [6.1730, -2.5906, -3.8388], [7.9753, -3.3955, -5.3941], [6.5691, -5.3445, -6.0345], [4.7288, -4.4622, -4.7323], [5.8285, -2.9000, -6.3111], [6.9465, -4.8601, -3.6395], [5.1589, -10.9597, -7.1317], [6.4801, -11.2848, -8.2032], [4.3155, -10.1454, -8.4170], [3.7709, -10.6292, -6.1080], [5.9367, -11.7866, -5.8249], [5.8918, -9.3881, -6.6739], [4.4275, -12.5011, -7.6329], [10.1067, -7.2266, -7.6374], [8.8763, -7.3551, -7.1284], [7.8793, -7.5265, -7.9005], [8.6630, -7.3184, -5.8984], [9.9842, -7.3689, -8.5882]], "lumo_energy_ev": 6.45, "energy_ha": -13384.3526, "de_lowest_kcal_mol": 8.1, "gap_ha": 0.3312, "total_charge": -3}

***

{"formula": "C5H6O", "method": "ωB97M-V/def2-TZVPD", "elements": ["C", "C", "C", "O", "H", "H", "C", "C", "H", "H", "H", "H"], "coordinates": [[0.3836, 1.3454, -0.4434], [1.3663, 1.1219, 0.2691], [2.0231, 0.1782, 1.1076], [1.4230, -0.6622, 1.7527], [-0.2431, 2.0169, -0.9732], [3.1296, 0.2345, 1.1001], [-0.6753, -0.7645, -0.4618], [-1.9873, -0.5303, -0.4988], [-0.1733, -1.0042, 0.5157], [-0.1715, -1.1966, -1.3166], [-2.5249, -0.1780, 0.3692], [-2.5501, -0.5612, -1.4206]], "lumo_energy_ev": -0.33, "energy_ha": -269.1921, "de_lowest_kcal_mol": 96.7, "smiles": "C#CC=O.C=C", "gap_ha": 0.3245, "total_charge": 0}

***

{"formula": "C10H11NO2", "method": "ωB97M-V/def2-TZVPD", "elements": ["C", "C", "O", "N", "C", "O", "C", "C", "C", "C", "C", "C", "C", "H", "H", "H", "H", "H", "H", "H", "H", "H", "H", "H"], "coordinates": [[2.2754, 0.4360, 2.1540], [1.6940, 0.0570, 0.8213], [1.9693, 0.9615, -0.1505], [2.1742, -1.3018, 0.3697], [1.0034, -2.0065, 0.3234], [0.7354, -3.1209, 0.0279], [0.2084, -0.5796, 0.9136], [-0.8242, -0.0684, -0.0591], [-1.6433, -0.9139, -0.8345], [-2.7300, -0.4611, -1.7075], [-2.7904, 0.9580, -1.8344], [-1.8662, 1.7761, -1.2563], [-0.9061, 1.2591, -0.3820], [3.3014, 0.6869, 2.1076], [2.0681, -0.4053, 2.7813], [1.8247, 1.3675, 2.5906], [1.5205, 0.8135, -0.9980], [3.0573, -1.6593, -0.1364], [-0.0479, -0.6819, 2.0428], [-1.6602, -1.9682, -0.8601], [-3.3492, -1.1353, -2.2646], [-3.7582, 1.2823, -2.3519], [-2.0196, 2.8337, -1.4066], [-0.2366, 1.8707, 0.1096]], "lumo_energy_ev": 0.74, "energy_ha": -592.8426, "de_lowest_kcal_mol": 51.3, "smiles": "C[C@@]1(O)NC(=O)[C@@H]1c1ccccc1", "gap_ha": 0.3631, "total_charge": 0}

***

{"formula": "C3H6NO3", "method": "ωB97M-V/def2-TZVPD", "elements": ["C", "C", "C", "N", "O", "O", "O", "H", "H", "H", "H", "H", "H"], "coordinates": [[0.2750, 0.1515, 1.4241], [0.6431, 1.2720, -0.2089], [-0.1170, -0.0045, 0.0137], [-1.2392, -0.4649, -0.8081], [0.0954, -0.4774, 2.4471], [0.9873, 1.2739, 1.1802], [0.9596, -1.6274, -0.2877], [1.5556, 1.3021, -0.8816], [-0.0678, 2.1099, -0.4800], [-1.9004, -0.7615, -0.2038], [-0.9046, -1.2154, -1.4414], [-1.5693, 0.3190, -1.4055], [1.2823, -1.8774, 0.6518]], "lumo_energy_ev": -6.13, "energy_ha": -397.9803, "de_lowest_kcal_mol": 100.8, "gap_ha": 0.3585, "total_charge": 1}

***

{"formula": "C30H78AsF6O15S6", "method": "ωB97M-V/def2-TZVPD", "elements": ["As", "F", "F", "F", "F", "F", "F", "C", "S", "O", "C", "H", "H", "H", "H", "H", "H", "C", "S", "O", "C", "H", "H", "H", "H", "H", "H", "C", "S", "O", "C", "H", "H", "H", "H", "H", "H", "C", "S", "O", "C", "H", "H", "H", "H", "H", "H", "C", "S", "O", "C", "H", "H", "H", "H", "H", "H", "C", "S", "O", "C", "H", "H", "H", "H", "H", "H", "C", "O", "C", "C", "O", "C", "C", "O", "C", "H", "H", "H", "H", "H", "H", "H", "H", "H", "H", "H", "H", "H", "H", "C", "O", "C", "C", "O", "C", "C", "O", "C", "H", "H", "H", "H", "H", "H", "H", "H", "H", "H", "H", "H", "H", "H", "C", "O", "C", "C", "O", "C", "C", "O", "C", "H", "H", "H", "H", "H", "H", "H", "H", "H", "H", "H", "H", "H", "H"], "coordinates": [[0.6622, -1.0001, 1.4983], [-0.6104, -2.1238, 2.1791], [0.3874, 0.1500, 2.8299], [1.8934, -0.0274, 0.7554], [0.9461, -2.2086, 0.2243], [-0.6114, -0.2608, 0.5960], [1.9045, -1.8350, 2.4924], [4.9021, -0.3891, 0.4713], [5.9396, -1.9603, 0.4594], [7.3725, -1.5414, 0.6834], [5.2689, -2.6111, 2.0339], [5.2933, 0.3310, -0.2250], [4.9635, 0.0032, 1.4805], [3.8753, -0.5721, 0.2684], [5.8597, -3.4928, 2.3842], [4.2510, -2.9458, 1.9157], [5.4327, -1.8176, 2.7153], [-4.1823, -1.3132, 5.8463], [-4.7666, -1.9948, 4.1790], [-5.4006, -0.8289, 3.5115], [-3.1106, -2.3357, 3.3975], [-3.2413, -1.8311, 6.0253], [-4.8923, -1.4910, 6.6503], [-4.0184, -0.2467, 5.7911], [-2.8607, -1.4769, 2.7799], [-3.1589, -3.2399, 2.7799], [-2.4144, -2.4786, 4.2103], [0.2964, -7.6195, 0.5610], [1.1841, -6.8263, 1.9348], [2.6132, -6.9071, 1.4148], [0.6078, -5.1060, 1.6229], [0.8321, -7.3807, -0.3357], [-0.6728, -7.0793, 0.3947], [0.1509, -8.6694, 0.7903], [1.2876, -4.4557, 2.2071], [-0.4674, -4.9581, 1.8878], [0.7541, -4.9264, 0.5664], [0.8475, -3.6750, 7.8366], [0.3979, -3.8133, 6.0439], [-1.0843, -4.0420, 5.9841], [0.8433, -2.1486, 5.4825], [0.2709, -2.8760, 8.3158], [1.8726, -3.4680, 8.0217], [0.5377, -4.6437, 8.2340], [1.9108, -2.1334, 5.5082], [0.4258, -1.4213, 6.1331], [0.4493, -2.0292, 4.4582], [-3.6724, 2.9298, 3.9226], [-4.2552, 3.2208, 2.1239], [-3.5330, 4.3801, 1.4877], [-3.7226, 1.5335, 1.5163], [-4.2283, 2.0157, 4.1611], [-4.0064, 3.7862, 4.5558], [-2.5808, 2.8290, 4.0845], [-2.6503, 1.3784, 1.4666], [-4.1651, 1.3928, 0.5411], [-4.1830, 0.9100, 2.2782], [3.6760, -3.9310, -1.0848], [3.0642, -3.4940, -2.7146], [3.6563, -4.5029, -3.6444], [1.3029, -3.8643, -2.4998], [4.7105, -3.7280, -1.0108], [3.3299, -4.9451, -0.8060], [3.1201, -3.2447, -0.4968], [1.3375, -4.9049, -2.1520], [0.9952, -3.8049, -3.5424], [0.7809, -3.2441, -1.7796], [0.0909, -0.2770, -2.5490], [-0.1145, -1.2374, -3.5634], [-1.4632, -1.6602, -3.6128], [-1.5758, -2.5133, -4.8580], [-1.5775, -1.6811, -6.0165], [-1.3215, -2.4398, -7.1277], [-1.5446, -1.5627, -8.4055], [-2.9670, -1.5711, -8.6764], [-3.2074, -1.0749, -9.9252], [1.1939, -0.1207, -2.5923], [-0.1941, -0.6457, -1.5636], [-0.4500, 0.6613, -2.7257], [-2.1004, -0.7775, -3.6808], [-1.7517, -2.2008, -2.6690], [-2.4968, -3.1368, -4.8675], [-0.7421, -3.2526, -4.8248], [-2.0692, -3.2530, -7.1180], [-0.3119, -2.9223, -7.0094], [-1.1016, -2.0380, -9.2973], [-1.1558, -0.5320, -8.2589], [-2.7902, -1.6738, -10.7603], [-2.9239, -0.0252, -10.1030], [-4.2535, -1.0230, -10.0577], [5.3760, 1.4042, 6.5416], [5.2829, 1.8988, 5.2606], [4.0692, 2.5533, 4.9417], [4.2410, 3.3560, 3.6672], [3.0047, 3.8240, 3.1737], [2.2344, 2.9540, 2.3292], [1.2681, 3.8795, 1.6764], [0.2256, 4.0967, 2.6195], [-0.5902, 5.2367, 2.3284], [5.5320, 2.2943, 7.2222], [6.2349, 0.7067, 6.5510], [4.5227, 0.8679, 6.8668], [3.7613, 3.1245, 5.8313], [3.2931, 1.7621, 4.7879], [4.7573, 2.7269, 3.0088], [4.9485, 4.1980, 3.9417], [1.6656, 2.2309, 2.9059], [2.8325, 2.3454, 1.6244], [0.8535, 3.3880, 0.8030], [1.7537, 4.8282, 1.3249], [0.0450, 6.0388, 1.9704], [-1.0447, 5.5356, 3.2730], [-1.3209, 5.0020, 1.5480], [-1.4847, 3.1756, -1.1109], [-1.7220, 3.1943, -2.4991], [-0.4363, 3.3914, -3.1209], [-0.5739, 3.3593, -4.6180], [-1.1051, 4.5657, -5.0885], [-2.4945, 4.6320, -5.1128], [-2.8250, 6.1279, -5.4002], [-4.1539, 6.2190, -5.9339], [-4.7351, 7.5039, -5.9168], [-0.7464, 2.3935, -0.9405], [-2.5129, 3.0004, -0.6964], [-1.1557, 4.1167, -0.7447], [0.3761, 2.7332, -2.7661], [0.0152, 4.3758, -2.9181], [-1.2244, 2.4980, -4.9406], [0.4108, 3.2881, -5.0766], [-3.0212, 4.3328, -4.2174], [-2.8913, 4.0462, -5.9626], [-2.0510, 6.5464, -6.1058], [-2.8098, 6.6698, -4.4438], [-4.0462, 8.1951, -6.3544], [-4.9756, 7.8610, -4.8986], [-5.6731, 7.4840, -6.4704]], "lumo_energy_ev": 1.78, "energy_ha": -7542.3409, "gap_ha": 0.3045, "total_charge": -1}

***

{"formula": "C4H7OP", "method": "ωB97M-V/def2-TZVPD", "elements": ["C", "C", "C", "C", "O", "P", "H", "H", "H", "H", "H", "H", "H"], "coordinates": [[0.8390, -1.0041, -0.0191], [0.7178, 0.4203, -0.0040], [-0.3279, -1.8515, 0.4114], [-1.1589, 1.5660, -0.4477], [1.8825, -1.5251, -0.4132], [2.1826, 1.1740, 0.3185], [-1.2860, -1.2678, 0.4279], [0.0342, -2.3873, 1.3990], [-0.5106, -2.5780, -0.3054], [-1.0290, 1.6892, -1.4846], [-1.2713, 2.5528, 0.0126], [-1.7538, 0.7103, -0.1956], [1.6815, 2.5013, 0.3002]], "lumo_energy_ev": -0.62, "energy_ha": -573.0376, "de_lowest_kcal_mol": 98.9, "gap_ha": 0.3195, "total_charge": 0}

***

{"formula": "C4H18NO5", "method": "ωB97M-V/def2-TZVPD", "elements": ["C", "N", "C", "C", "C", "O", "H", "H", "H", "H", "H", "H", "H", "H", "H", "H", "H", "H", "O", "H", "H", "O", "H", "H", "O", "H", "H", "O"], "coordinates": [[2.1209, 1.2215, 1.5179], [2.2611, 0.7042, 0.1047], [2.0247, -0.7959, -0.1609], [0.4826, -1.3897, -0.1679], [-0.4634, -1.0879, 1.0829], [-1.7862, -0.7357, 0.5953], [2.9775, 0.7800, 2.0965], [1.1926, 0.9925, 1.9639], [2.1778, 2.2810, 1.6137], [1.6184, 1.3248, -0.5305], [2.5855, -1.3549, 0.5796], [2.4441, -1.1046, -1.1441], [-0.0621, -1.1259, -1.1189], [0.6511, -2.5085, -0.1668], [-0.5168, -1.9350, 1.6555], [-0.0438, -0.2579, 1.5963], [-1.6719, 1.4401, -1.7257], [-2.6109, 0.4682, -1.8333], [-1.9887, 0.9146, -2.4100], [-2.2698, -2.5822, 0.1358], [-1.1650, -3.4862, -0.5068], [-2.0309, -3.5068, -0.1395], [-2.3042, 2.4938, 0.4424], [-1.7104, 0.2845, 0.2062], [-1.7514, 1.8938, 0.1837], [-0.1150, 2.3420, -1.9550], [-0.3964, 2.1420, -0.6323], [0.3506, 2.5880, -1.2826]], "lumo_energy_ev": 3.64, "energy_ha": -594.1113, "de_lowest_kcal_mol": 75.6, "gap_ha": 0.3228, "total_charge": -1}

***

{"formula": "C4H11AgF6NO10S2", "method": "ωB97M-V/def2-TZVPD", "elements": ["Ag", "C", "F", "F", "F", "S", "O", "O", "N", "S", "O", "O", "C", "F", "F", "F", "C", "C", "O", "O", "H", "H", "H", "O", "H", "H", "O", "H", "H", "O", "H", "H", "O", "H", "H"], "coordinates": [[16.8215, -34.4186, 34.7390], [15.7862, -29.6774, 38.9527], [14.6126, -30.0977, 38.5324], [15.7699, -28.4334, 39.5113], [16.1988, -30.5346, 39.9556], [16.9556, -29.6745, 37.4563], [16.0618, -29.9965, 36.3391], [17.6211, -28.4071, 37.2879], [17.9505, -31.0687, 37.8034], [19.2236, -30.3347, 38.4548], [20.1825, -29.8159, 37.4975], [18.9786, -29.4002, 39.5302], [20.0861, -31.8969, 39.4196], [19.5108, -32.1633, 40.5660], [20.0283, -32.9366, 38.6226], [21.4101, -31.6910, 39.4590], [12.9722, -36.6331, 29.0175], [13.9458, -36.3413, 30.0820], [14.2130, -37.2740, 30.8561], [14.3372, -35.2038, 30.3770], [12.0558, -36.0900, 29.2487], [12.6614, -37.6763, 29.0743], [13.2464, -36.3493, 28.0015], [19.3324, -31.7051, 32.4085], [18.7490, -31.4715, 31.6865], [20.2118, -31.5345, 32.0713], [12.7020, -34.6972, 35.7440], [12.5013, -35.4049, 36.3565], [11.9267, -34.6356, 35.1860], [19.9959, -37.2895, 34.0264], [20.2226, -38.0687, 34.5341], [20.7685, -37.1214, 33.4869], [16.7617, -37.2776, 38.0892], [16.3228, -38.1208, 37.9774], [17.1015, -37.3007, 38.9838]], "lumo_energy_ev": [-3.88, -4.15], "energy_ha": -2508.4400, "de_lowest_kcal_mol": 61.6, "multiplicity": 2, "gap_ha": [0.1615, 0.1514], "total_charge": 0}